1.
{
  "formula": "C29H59ClP2Si3Zr",
  "method": "the ωB97M-V functional and the def2-TZVPD basis",
  "symbols": ["Si", "H", "C", "C", "H", "H", "H", "C", "H", "H", "P", "H", "H", "H", "Si", "C", "H", "C", "C", "C", "H", "H", "C", "P", "H", "H", "H", "C", "H", "C", "C", "H", "C", "H", "H", "C", "H", "C", "H", "C", "H", "C", "H", "H", "C", "H", "C", "H", "H", "Zr", "C", "C", "H", "Cl", "H", "Si", "C", "H", "H", "C", "H", "H", "H", "C", "H", "H", "H", "H", "H", "H", "C", "H", "H", "C", "H", "H", "H", "H", "C", "H", "C", "C", "H", "H", "H", "H", "H", "H", "C", "H", "H", "H", "H", "H", "H"],
  "positions_angstrom": [[-3.881489, 1.244010, 1.388121], [3.360101, 4.298597, -0.444458], [1.660577, 4.561017, -2.463974], [0.213722, -0.382336, -5.232514], [3.031837, 0.858938, -5.517763], [-2.098434, -3.119513, 4.324234], [-5.995799, 0.182558, 2.159309], [-1.891435, 2.927836, 0.053371], [2.922638, -4.173011, 3.837179], [3.600927, -1.634426, -0.025362], [0.484575, -2.198205, 1.690884], [-2.317959, 3.517031, -2.451704], [-0.273138, 4.170808, -0.175638], [3.062901, -0.703481, 2.594617], [1.140734, 0.651643, -3.985829], [0.370908, -4.911895, -2.025519], [-3.080614, 3.237494, 2.821777], [2.890364, -1.432212, -0.806500], [-0.738808, -2.054732, 3.091092], [0.075220, -3.709631, 0.758966], [-0.918753, -3.564955, 0.302818], [2.429123, -5.893237, 0.513600], [-1.802544, -1.003823, 2.811772], [0.352211, 2.231374, -1.443025], [2.637251, 5.021610, -2.674262], [0.763113, 2.072582, 1.524223], [-0.775355, -4.163688, 3.723121], [2.689129, -1.471298, 3.280597], [-2.504332, -0.851110, 3.629474], [1.846700, -2.335247, -1.230860], [1.919902, -3.862992, 3.508301], [0.797764, 0.670023, 2.517003], [-4.984808, 2.262248, 0.214470], [1.358643, -3.598283, 4.412391], [-2.591671, 3.624754, 0.512777], [-1.664297, 4.215905, -1.894349], [1.823916, 4.045491, 0.399081], [-0.842956, 3.520694, -0.849668], [3.514032, -4.482153, 0.413981], [2.536506, 1.558024, -4.827127], [0.855814, -1.187779, -5.614813], [1.885646, 3.274338, -1.659866], [3.541224, -1.809337, 3.885729], [-2.337378, 4.921546, -1.381762], [2.751689, -5.057194, -0.123326], [-4.575313, -0.803686, 2.651312], [-2.497627, 0.369413, 0.500185], [3.292781, 1.938176, -4.131385], [0.433332, -2.150855, -2.939918], [0.721602, -0.209630, -0.190560], [-5.004914, -0.184562, 1.853699], [2.531050, 3.591244, -0.304025], [2.940455, 2.704263, 0.191288], [1.251335, 2.949781, 4.207973], [-1.049911, 4.757806, -2.610454], [1.293717, -4.029850, -0.664835], [-0.097366, 1.844629, -3.168663], [-4.583037, 3.233576, -0.104176], [3.220257, -5.484567, -1.022753], [2.065858, -2.671389, 2.556418], [-4.622649, 2.600241, 3.402797], [-0.679458, -0.836460, -4.785185], [-1.072141, 1.329860, -3.155928], [-1.430540, -0.048060, 0.053912], [2.586944, 2.647664, -2.228580], [-0.141350, -1.653489, 3.923525], [-2.377151, -1.322960, 1.945531], [-5.159712, 1.661276, -0.691927], [-1.270127, -0.058907, 2.593579], [0.113892, -5.933227, -1.712199], [1.191082, 1.057082, 1.562290], [1.178852, 4.408480, -3.434653], [2.750528, -2.971782, 1.750570], [1.779595, -0.415828, -2.586917], [-5.967522, 2.454589, 0.677551], [1.078131, 5.300907, -1.901885], [-2.117153, -3.672684, 2.640639], [-2.521784, 2.275672, -0.581839], [-1.456045, -3.343317, 3.459444], [0.992298, -4.977914, -2.929048], [1.211574, -1.695196, -2.332220], [2.848467, -0.267996, -1.628825], [2.277899, 1.194906, 1.720291], [-5.105625, -0.795526, 0.945109], [-0.216204, 2.757840, -3.771451], [-3.115749, 1.741493, 3.760154], [-1.335900, 2.422650, 0.901756], [-0.556655, -4.385235, -2.283071], [-3.644497, 2.302897, 2.971787], [1.980443, -0.975124, 3.953343], [1.457107, -4.747117, 3.059308], [3.521167, 0.568940, -1.582213], [-0.101619, 0.236663, -6.083940], [2.155097, 2.399827, -5.422841], [0.009187, -4.582496, 1.426461]],
  "forces_ev_per_a": [[-1.80, 0.33, 0.75], [-0.21, -0.12, 0.01], [0.20, 0.21, -0.06], [0.04, -0.21, -0.02], [-0.04, 0.21, 0.15], [0.18, -0.22, -0.18], [0.28, -0.17, -0.05], [0.62, -0.97, 1.11], [-0.21, 0.11, -0.04], [0.13, 0.09, 0.19], [0.05, -0.36, 0.49], [0.42, 0.19, 0.29], [0.21, 0.33, -0.60], [-0.16, -0.18, 0.07], [-0.12, 0.50, 0.32], [0.03, 0.06, -0.21], [-0.09, -0.38, -0.02], [-0.53, 0.24, -0.82], [-0.17, 0.33, 0.29], [-0.18, -0.32, 0.00], [0.20, -0.01, 0.13], [0.11, 0.18, -0.13], [0.76, 0.35, -0.20], [0.30, 0.77, -0.40], [-0.20, -0.11, 0.10], [0.23, -0.21, -0.02], [-0.29, 0.15, -0.05], [0.14, 0.08, 0.08], [0.24, -0.15, 0.37], [0.14, 0.63, -0.35], [0.24, -0.13, 0.21], [0.23, 0.07, -0.20], [0.15, -0.08, -0.35], [0.06, 0.01, -0.20], [0.44, 0.64, -0.20], [-0.02, 0.85, -0.94], [0.14, -0.03, -0.07], [-0.66, -0.18, 0.90], [-0.13, -0.14, -0.09], [0.14, 0.00, -0.24], [-0.16, 0.15, 0.02], [0.13, -0.14, 0.03], [-0.20, 0.05, -0.10], [0.28, -0.07, -0.28], [0.15, -0.23, -0.08], [-0.25, 0.09, -0.19], [0.68, 0.02, -0.44], [-0.13, -0.05, -0.15], [0.00, 0.15, 0.22], [0.19, 0.27, 0.13], [0.04, -0.12, -0.03], [0.16, 0.04, 0.08], [-0.16, 0.12, -0.14], [-0.10, -0.06, -0.10], [-0.20, 0.17, -0.19], [-0.09, 0.08, 0.53], [-0.18, 0.04, -0.31], [-0.10, -0.32, 0.13], [-0.02, 0.08, 0.25], [0.03, 0.07, -0.11], [0.28, -0.37, -0.52], [0.13, 0.08, -0.13], [0.17, 0.11, 0.03], [-1.19, -0.38, -0.64], [-0.15, 0.03, 0.09], [0.01, -0.40, -0.03], [0.01, 0.11, 0.19], [-0.05, 0.19, 0.14], [-0.73, -0.38, 0.20], [0.03, 0.23, -0.06], [0.45, -0.13, -0.17], [0.00, -0.09, 0.15], [-0.16, 0.06, 0.07], [0.17, -0.54, 0.44], [0.39, -0.21, -0.01], [0.08, -0.20, -0.05], [0.27, 0.09, 0.24], [0.58, 0.17, 0.70], [0.08, -0.41, 0.25], [-0.16, -0.04, 0.15], [0.08, 0.07, 0.10], [-0.47, -0.87, 0.00], [-0.41, 0.09, 0.13], [-0.16, -0.04, 0.29], [-0.05, -0.22, 0.16], [-0.10, 0.19, -0.28], [-1.14, 0.27, -0.96], [0.14, -0.14, 0.02], [0.63, -0.13, -0.05], [0.14, -0.06, -0.06], [-0.01, 0.17, -0.04], [0.14, 0.16, 0.15], [0.05, -0.13, 0.20], [0.11, -0.18, 0.14], [-0.07, 0.20, -0.18]],
  "mulliken_charge": [0.64, 0.50, -1.72, -1.22, 0.39, 0.51, 0.39, -2.19, 0.48, 0.51, 0.80, 0.33, 0.43, 0.13, -0.30, -1.22, 0.35, -0.40, 0.82, -0.98, 0.38, 0.38, -1.77, 0.78, 0.48, 0.58, 0.34, -1.33, 0.73, 0.03, -1.75, 0.60, -1.21, 0.34, 1.04, -1.91, 0.27, 0.61, 0.35, -1.08, 0.36, 1.38, 0.50, 0.50, -1.08, 0.32, -0.13, 0.35, 0.35, -1.03, -1.26, -1.29, 0.12, -0.82, 0.38, -0.30, -1.00, 0.34, 0.39, 1.43, 0.39, 0.33, 0.38, 0.79, -0.60, 0.48, 0.44, 0.33, 0.03, 0.38, -1.26, 0.30, -0.71, 0.02, 0.37, 0.33, 0.32, 0.50, -1.78, 0.36, -0.39, -0.35, 0.22, 0.31, 0.76, 0.32, 0.13, 0.33, -1.02, 0.29, 0.30, 0.52, 0.37, 0.38, 0.77],
  "mol_weight_g_mol": 680.67,
  "homo_ev": -6.095,
  "total_charge": 0,
  "e_lumo_ev": -1.06
}



2.
{
  "formula": "C31H68BIN5O10",
  "method": "the ωB97M-V functional and the def2-TZVPD basis",
  "symbols": ["C", "H", "O", "O", "H", "O", "H", "C", "N", "H", "H", "H", "O", "O", "H", "H", "H", "C", "H", "C", "H", "H", "H", "C", "H", "H", "H", "H", "O", "H", "C", "H", "H", "H", "C", "H", "H", "H", "H", "H", "C", "H", "H", "H", "H", "N", "H", "H", "H", "N", "C", "O", "I", "H", "H", "C", "C", "H", "H", "H", "C", "H", "H", "H", "H", "H", "C", "C", "C", "H", "H", "C", "C", "C", "H", "H", "H", "H", "C", "C", "H", "B", "H", "H", "C", "C", "C", "N", "C", "N", "C", "H", "H", "C", "H", "H", "O", "H", "H", "H", "O", "C", "H", "H", "H", "C", "H", "H", "O", "H", "H", "H", "H", "C", "C", "C"],
  "positions_angstrom": [[0.350536, -4.192673, 1.094990], [3.363705, -4.853764, 2.194448], [1.692416, -2.299136, 3.077817], [-1.478551, -0.573440, -0.688970], [0.621322, -1.862122, -7.113631], [-0.989297, 4.906125, -1.424832], [-1.827950, 3.027586, -1.643495], [-0.362184, 6.266119, -3.348055], [-1.055892, -1.046020, 5.276245], [-2.685891, 4.343593, -2.502253], [-3.751952, -1.671753, 3.936786], [2.634884, -2.110406, 4.975348], [1.717809, -5.933461, 0.072893], [4.770335, -2.388680, -0.441728], [3.188768, -3.530279, 3.978149], [4.091794, 2.814931, 1.216038], [-3.425172, -0.755560, -5.914640], [-1.712019, -1.115074, 3.889874], [0.867578, 4.891159, -2.258787], [3.800867, 1.750374, 1.559183], [3.149209, -2.987802, 1.109270], [2.020913, -5.298123, 3.140160], [-3.838693, -1.050676, 0.055352], [0.385437, -3.049683, 0.043599], [1.441615, -0.101794, 4.343165], [-2.122696, 4.523743, 2.627837], [-3.138315, -1.208718, -8.358902], [-0.177522, 7.124191, -2.693201], [-1.314306, -1.305638, -7.464406], [-2.228619, 8.233612, -3.331402], [-2.094211, -2.032716, -4.362345], [-0.208121, -2.799239, -8.372316], [2.875731, -0.683466, -0.837428], [-0.643584, -2.938302, 3.881587], [1.609034, -5.232309, 1.115263], [4.709142, 0.199054, 0.183713], [-4.019928, 1.527550, 0.444747], [5.877558, 1.495242, 0.714894], [3.833240, -4.535978, -0.287098], [-1.890294, 1.661832, 0.450352], [-4.137880, 0.714397, 1.256865], [-4.438039, -2.084742, -6.500134], [1.178448, 2.313417, 3.061234], [-0.581061, -3.079748, -6.644747], [2.142899, -2.061905, -1.765861], [-3.162546, -0.905636, 4.268366], [6.815683, -0.014164, 2.243590], [-0.069757, -1.333167, 5.220492], [5.127692, -4.039705, -1.189531], [2.512172, -5.422988, 2.246380], [-0.166030, -0.896539, -1.098114], [1.951905, -0.035803, 3.511076], [0.759362, 0.549317, -2.490259], [5.423085, -1.171253, 2.022273], [-1.496113, -1.767226, 5.881002], [4.056593, -3.701698, -1.084969], [2.203425, -1.559382, -0.732913], [-0.369456, 4.097481, -3.247397], [-0.520940, 3.694699, 1.089332], [5.220712, 0.204579, 3.270257], [-0.653078, 0.032783, 1.541243], [-0.229008, 3.079678, 3.993565], [2.822207, 1.503253, -0.343449], [0.093824, -4.006755, 2.178591], [-2.058087, 0.779471, 2.991383], [3.802069, -1.876958, 3.494851], [0.323255, 3.052948, 2.979024], [-0.172389, 4.955284, -2.595392], [-2.131250, 4.079495, -1.598511], [-0.300960, -1.728973, -1.891214], [1.889022, 2.500336, 0.784661], [2.412412, 1.463125, 0.746651], [-0.326885, -2.325295, -7.393537], [5.020533, 0.817726, 1.085508], [-1.338426, -1.380870, -4.809199], [-2.489000, 2.846140, 3.375772], [-2.975113, 3.251562, 1.633609], [-2.597904, -2.858405, -8.010976], [-3.405157, -1.776296, -6.310994], [0.831902, -1.535669, 0.071553], [0.901269, -3.565006, -0.860970], [1.453464, -1.026515, 2.544918], [-2.241643, -3.169424, 3.751806], [-0.707539, -3.084657, -0.356146], [-3.335788, -0.605880, 1.006590], [-2.161890, 3.403556, 2.438594], [-1.131043, 0.083200, 3.035409], [0.753056, -0.557178, 1.238111], [2.890048, -2.420136, 3.897968], [-1.500451, -2.512782, 3.481216], [3.353653, -2.613453, -0.007289], [-4.002943, 1.252398, 2.250857], [-3.540072, 7.071694, -3.613942], [5.672581, -0.074991, 2.265381], [0.812058, 4.095369, 2.898222], [-3.258033, -0.714877, 5.268443], [-2.870314, -2.687700, -5.351538], [-0.474689, -4.954715, 0.797000], [-0.484176, 0.692825, 3.774317], [-3.717378, -1.351010, 1.804414], [1.589134, 0.430976, 0.979338], [-2.533974, 7.190448, -3.207716], [-0.232936, 1.735129, 0.002766], [-1.587707, -2.795059, -3.765632], [0.360376, 6.307157, -4.169097], [-0.748751, 2.833357, 1.837012], [-2.745566, -1.448551, -3.703567], [3.656666, 1.830646, 2.680988], [-1.658740, 6.338739, -3.935445], [-5.262861, 0.452468, 1.213344], [-2.786186, 4.217395, -0.735559], [-1.665670, -1.855534, 1.071939], [-2.554081, 6.933454, -2.145665], [-0.856401, 1.541360, 0.959006], [-1.814306, -0.763012, 0.703990], [-2.629297, -1.835876, -7.620502]],
  "forces_ev_per_a": [[0.11, -2.76, 2.03], [-0.42, -0.55, -0.07], [0.12, 0.93, -2.37], [0.09, -0.04, 0.45], [-0.11, 0.06, -0.06], [-0.16, -0.25, -0.19], [-0.07, -0.09, -0.12], [-0.17, -0.40, -0.41], [0.16, 0.39, -0.24], [0.04, -0.05, -0.01], [0.20, 0.45, 0.44], [0.59, -0.21, -1.68], [0.19, 2.59, 3.70], [-4.43, -0.86, 3.32], [-0.78, 1.69, -0.36], [-0.87, -1.55, 0.43], [0.10, -0.04, -0.05], [-0.30, -1.47, 3.81], [0.02, 0.00, -0.04], [-0.11, 0.00, -0.59], [0.71, 0.69, -2.58], [0.44, 0.28, -0.59], [1.08, 0.65, 1.35], [-2.39, -2.00, -1.31], [0.55, 0.01, -0.46], [0.24, -1.51, -0.05], [-0.04, -0.04, 0.01], [-0.04, -0.10, 0.04], [-0.02, -0.40, 0.13], [-0.04, 0.03, 0.10], [-0.11, -0.14, -0.10], [0.03, -0.11, 0.04], [-1.20, -0.07, 0.20], [-0.68, 0.88, -0.44], [-0.21, -1.30, -3.36], [0.43, 0.58, 1.23], [0.03, -1.42, 1.10], [-1.52, -0.92, 0.45], [1.22, 0.88, -0.14], [1.47, -0.88, 1.20], [-1.07, 1.28, -0.38], [0.01, 0.04, -0.02], [-1.13, 0.71, -0.26], [-0.03, -0.04, -0.04], [-0.56, 1.02, 1.74], [1.01, -0.08, -1.13], [-1.75, 0.07, 0.29], [-0.42, 0.17, -0.10], [-1.12, -0.09, -1.83], [-1.34, 0.42, -0.65], [-0.43, -2.23, -0.62], [-1.74, -0.57, -2.33], [-0.66, 0.29, 0.49], [0.37, 1.42, 0.59], [0.30, 0.65, -0.70], [-0.36, -0.23, 3.24], [3.37, -2.37, 1.47], [-0.08, 0.09, -0.01], [-0.27, -1.73, 0.79], [0.84, -0.32, -1.20], [-4.56, 1.73, -0.38], [0.98, -0.24, -1.43], [-1.05, -0.84, 1.48], [0.33, 0.61, -1.42], [1.58, -1.20, -0.23], [-1.46, -0.37, 0.48], [0.26, 0.46, 1.07], [0.14, 0.45, 0.31], [0.07, 0.12, 0.13], [0.51, 1.24, 1.49], [0.14, -1.97, 0.27], [4.08, 6.51, -1.86], [0.03, 0.20, -0.03], [0.82, 0.55, 0.62], [-0.02, 0.05, 0.01], [0.42, 0.82, -1.05], [1.18, 0.27, 1.30], [0.00, 0.02, 0.12], [-0.03, -0.51, -0.26], [-0.35, 0.07, -4.82], [-0.42, 1.22, 1.51], [1.59, 0.05, 5.04], [0.11, 0.82, -0.14], [1.76, 0.44, 0.90], [-1.99, -0.59, -0.94], [-0.28, -0.82, -1.09], [-0.82, 1.43, 1.17], [-0.39, -1.72, 1.67], [0.85, -1.13, 1.76], [0.28, -0.82, -1.27], [1.80, 1.14, -3.15], [0.13, -1.01, -1.18], [0.14, -0.03, -0.06], [-0.48, -0.72, -1.11], [-0.82, -1.61, -0.04], [0.03, -0.26, -0.60], [0.23, 0.32, 0.15], [1.25, 1.56, 0.07], [-0.64, -1.06, -1.55], [1.28, 1.17, -1.12], [0.47, -0.89, -0.17], [-0.07, -0.05, -0.19], [-0.49, -0.69, 1.74], [-0.09, -0.08, -0.07], [0.05, -0.01, 0.05], [-0.37, 2.92, 0.27], [0.08, 0.12, 0.06], [0.21, -0.42, -1.32], [0.06, 0.08, 0.43], [1.80, 0.23, 0.11], [0.10, 0.06, 0.00], [-0.05, 1.45, -1.17], [0.04, 0.04, 0.01], [0.26, 0.82, -1.72], [2.23, -1.99, 1.82], [0.02, 0.56, 0.17]],
  "mulliken_charge": [0.27, 0.30, -0.92, -0.20, 0.23, -0.33, 0.07, -0.70, -0.87, 0.56, 0.32, 0.34, -0.47, -0.51, 0.33, 0.46, 0.30, 0.03, 0.33, -0.79, -0.83, 0.35, 0.54, -1.80, 0.45, 0.41, 0.38, 0.35, -0.37, 0.34, -0.79, 0.34, 0.53, 0.18, -0.09, 0.10, 0.14, 0.53, 0.14, -0.39, -0.95, 0.38, 0.13, 0.30, 1.10, -0.35, 0.34, 0.20, 0.45, -0.44, -2.41, -0.68, -0.02, 0.02, 0.31, -1.22, -1.73, 0.32, 0.37, 0.21, 2.97, 0.41, 0.32, -0.37, -0.54, 0.15, -1.16, -0.37, -0.64, 1.11, -0.07, -0.47, -0.70, -0.23, 0.36, 0.30, 0.10, 0.32, -0.46, 2.17, 0.48, -0.15, 0.31, 0.60, -1.06, -1.10, -1.75, 2.42, -0.86, -0.22, 1.65, 0.08, 0.24, -0.73, 0.18, 0.28, -0.40, 0.57, 0.74, 0.35, -0.19, -0.68, -0.31, 0.22, 0.38, 0.53, 0.39, 0.29, -0.37, 0.50, 0.22, -0.23, 0.27, -0.18, 0.29, -0.51],
  "mol_weight_g_mol": 808.63,
  "homo_ev": -10.792,
  "total_charge": 1,
  "e_lumo_ev": -2.94
}



What is the formula in the second record? C31H68BIN5O10